a.
C6H37N2O13 | the ωB97M-V functional and the def2-TZVPD basis

Summary:
Gap between HOMO and LUMO: 6.673 eV
Net charge: +1

Last column: Löwdin charge in e.
Element x y z (Å)
C (-1.4466, -1.6687, 1.4225)  -0.0292
C (-0.0381, -1.6124, 0.7439)  -0.1324
N (0.2208, -0.4189, -0.0511)  0.0320
C (-0.5841, 0.0721, -1.0734)  -0.0438
C (0.0493, 1.1345, -1.7445)  -0.0958
N (1.2447, 1.3230, -1.1137)  0.0237
C (1.3464, 0.3961, -0.0929)  -0.0335
C (2.2418, 2.3533, -1.4006)  0.0001
H (-2.2466, -1.9351, 0.7318)  0.0597
H (-1.6365, -0.7603, 1.9944)  0.0693
H (-1.4357, -2.4249, 2.2074)  0.0410
H (0.1484, -2.4914, 0.1269)  0.1296
H (0.6393, -1.6710, 1.5958)  0.0996
H (-1.4791, -0.5053, -1.2519)  0.0785
H (-0.2321, 1.8105, -2.5384)  -0.0201
H (2.1579, 0.3177, 0.6154)  0.0915
H (1.8580, 3.2420, -1.9015)  -0.1349
H (3.1178, 1.8449, -1.8034)  0.0948
H (2.7364, 2.6156, -0.4653)  0.0925
O (-1.9927, -3.9446, 2.0012)  0.0996
H (-1.7513, -3.3215, 2.6865)  0.0782
H (-2.3762, -4.6838, 2.4732)  0.1427
O (1.1973, -0.0765, 2.3607)  -0.0833
H (1.8642, 0.5646, 2.6065)  0.0498
H (0.3785, 0.4192, 2.3550)  -0.0464
O (-0.8041, -0.8822, 3.6828)  -0.0938
H (-0.6862, -0.0493, 3.2260)  -0.2663
H (-1.7424, -0.9239, 3.8673)  0.0501
O (-2.3933, 0.6834, -1.6634)  0.0324
H (-2.7480, 0.9177, -2.5210)  0.1517
H (-3.1424, 0.3331, -1.1814)  0.1394
O (-0.8005, 0.9729, 2.8619)  0.1027
H (-0.1089, 1.5110, 2.4768)  0.1284
H (-1.5246, 1.5815, 3.0085)  0.1669
O (2.4854, 1.6473, 1.5448)  -0.0816
H (3.1000, 1.2086, 0.9566)  -0.1228
H (2.9482, 2.4345, 1.8319)  0.0982
O (3.6136, 0.8344, -0.1123)  -0.0358
H (3.9643, 1.4715, -0.7347)  0.0803
H (3.8433, -0.0168, -0.4850)  0.1332
O (-0.0825, 1.4010, -3.7196)  0.0095
H (0.6512, 0.9260, -4.1099)  0.1199
H (-0.6320, 1.6471, -4.4637)  0.1063
O (2.2500, -2.4839, 0.6956)  -0.0336
H (2.2339, -1.9066, -0.0678)  0.0232
H (2.4747, -3.3442, 0.3413)  0.0695
O (1.3391, 3.8746, -2.6717)  0.1027
H (0.4954, 3.8463, -2.2204)  0.0981
H (1.1276, 3.6938, -3.5875)  0.1094
O (-1.6863, 2.5548, -1.3672)  -0.0509
H (-1.6902, 2.8881, -2.2645)  0.0370
H (-2.1913, 1.7428, -1.4106)  -0.2330
O (-2.1069, -4.0375, 0.0293)  -0.0693
H (-2.1480, -4.0013, 0.9849)  -0.3164
H (-2.3182, -3.1479, -0.2538)  -0.3166
O (-2.5159, -2.3014, -0.8290)  0.0670
H (-3.1082, -1.5652, -0.6753)  0.1026
H (-2.0785, -2.0893, -1.6535)  0.1283



b.
C6H37N2O13 | the ωB97M-V functional and the def2-TZVPD basis

Summary:
Gap between HOMO and LUMO: 10.094 eV
Net charge: +1

Last column: Löwdin charge in e.
Element x y z (Å)
C (-0.5258, -0.4590, -2.6460)  -0.0623
C (-0.9218, -1.1822, -1.3810)  -0.1675
N (-0.2744, -0.5568, -0.2124)  -0.0470
C (-0.7749, 0.6473, 0.3844)  0.0456
C (-0.0165, 0.9137, 1.5718)  0.0421
N (0.8839, -0.1243, 1.6496)  -0.1199
C (0.7667, -1.0142, 0.5739)  0.0623
C (1.9088, -0.3810, 2.5855)  -0.0235
H (0.5402, -0.5340, -2.8606)  0.0834
H (-0.9340, 0.5516, -2.6549)  0.0826
H (-0.9583, -0.7973, -3.5877)  0.0863
H (-0.6507, -2.2379, -1.3784)  0.1248
H (-1.9908, -1.1000, -1.1848)  0.1287
H (-1.6455, 1.1190, -0.0470)  0.1310
H (-0.0723, 1.7009, 2.3090)  0.1389
H (1.3626, -1.9107, 0.4871)  0.1641
H (1.6547, -1.1662, 3.2976)  0.1104
H (2.1389, 0.4373, 3.2678)  0.1098
H (2.8279, -0.6820, 2.0828)  0.1103
O (1.4734, 4.4156, -3.2904)  -0.0511
H (1.8975, 3.5853, -3.5075)  0.0183
H (0.6006, 4.3476, -3.6776)  0.0110
O (1.9859, -5.0407, -1.5388)  -0.0513
H (2.0892, -4.9718, -2.4879)  0.0370
H (1.1013, -5.3858, -1.4182)  0.0311
O (-6.3847, 0.7214, 0.9227)  -0.0492
H (-6.1614, -0.2092, 0.9042)  -0.0018
H (-6.2807, 1.0111, 0.0163)  0.0132
O (-5.7493, 1.0519, -2.8171)  -0.0527
H (-5.5555, 1.5047, -3.6378)  0.0306
H (-6.4320, 0.4213, -3.0463)  0.0326
O (5.9293, 2.7006, 5.9763)  -0.0535
H (5.4917, 3.2317, 5.3111)  0.0217
H (6.7480, 3.1639, 6.1530)  0.0341
O (-6.2678, -3.1075, -2.7488)  -0.0550
H (-7.0922, -3.5903, -2.8097)  0.0349
H (-6.2457, -2.7830, -1.8486)  0.0126
O (1.6912, 3.5807, 6.7011)  -0.0520
H (2.6311, 3.4618, 6.8379)  0.0222
H (1.6188, 4.4228, 6.2518)  0.0150
O (5.3081, -3.6421, -0.9285)  -0.0533
H (4.4829, -4.0997, -0.7679)  0.0042
H (5.7866, -4.2136, -1.5290)  0.0333
O (3.7198, 0.8694, -3.6500)  -0.0569
H (3.8933, 0.1028, -4.1962)  0.0295
H (4.5783, 1.1207, -3.3094)  0.0335
O (1.3546, 6.1566, 3.9069)  -0.0488
H (2.2305, 5.9785, 3.5643)  0.0284
H (0.8387, 6.3920, 3.1358)  0.0329
O (-1.5943, 4.0361, -5.4590)  -0.0503
H (-2.5328, 3.9464, -5.6246)  0.0301
H (-1.2063, 4.1415, -6.3277)  0.0358
O (2.7782, -5.6214, 2.8984)  -0.0575
H (2.6538, -6.2230, 3.6325)  0.0328
H (2.6479, -6.1627, 2.1198)  0.0244
O (-5.3010, -2.6998, 1.0327)  -0.0402
H (-4.3702, -2.9067, 1.1164)  0.0305
H (-5.6756, -2.9311, 1.8826)  0.0439



Most stable: b